26
Properties=species:S:1:pos:R:3:mulliken_charge:R:1 method="wB97M-V/def2-TZVPD" smiles="C[C@H](N)C(=O)N[C@@H](CC(=O)O)C(=O)O" total_charge=0 e_lumo_ha=0.022 e_tot_ha=-759.69399
C 1.219 0.142 0.560 -0.42
H -2.491 1.121 1.240 0.21
H -0.577 0.068 1.617 0.34
H -4.456 -0.235 -0.616 0.35
N -0.159 -0.320 0.795 -0.16
H -3.248 -0.644 -1.849 0.30
H -3.106 0.964 -1.097 0.31
H 1.890 -1.004 -1.130 0.35
H 2.261 2.731 -1.133 0.38
O 0.145 2.182 -0.197 -0.57
H 1.745 -1.769 0.484 0.24
C -2.490 -0.631 0.173 0.53
O -0.603 -0.617 -1.428 -0.66
C -3.391 -0.076 -0.921 -1.27
C 1.168 1.520 -0.131 0.55
H -3.533 0.139 1.928 0.27
O 3.926 0.119 1.175 -0.54
C 3.533 -0.547 0.258 0.69
O 2.399 1.897 -0.681 -0.43
H 1.604 0.400 1.523 0.62
H -2.755 -1.676 0.320 0.26
N -2.647 0.128 1.446 -0.74
O 4.440 -1.079 -0.634 -0.51
H 4.020 -1.405 -1.406 0.37
C 2.127 -0.858 -0.038 -0.67
C -1.019 -0.551 -0.260 0.18